C37H71ClFN2O21Si2 as an isolated structure at a distorted geometry. Source: OMol25; level of theory: ωB97M-V/def2-TZVPD.

The geometry in XYZ format:
```
135
Properties=species:S:1:pos:R:3
C -3.291 3.454 5.515
C -3.964 3.989 4.256
C -3.725 3.175 2.981
C -2.294 2.656 2.761
Si -1.198 3.899 1.874
C -1.733 3.886 0.061
C -2.077 5.282 -0.499
C -1.805 5.344 -1.987
F -1.808 6.672 -2.446
O 0.391 3.360 2.117
Si 1.616 3.741 1.135
C 1.820 2.412 -0.212
C 1.352 1.044 0.136
O 0.747 0.331 -0.591
Cl 1.801 0.446 1.735
N 1.390 5.209 0.282
C 1.285 6.471 1.059
C 2.188 7.572 0.509
C 2.407 8.688 1.524
N 3.076 3.624 2.143
C 3.052 4.355 3.370
C 2.146 3.810 4.431
O 3.744 5.322 3.573
C 4.328 3.707 1.437
C 4.876 5.017 0.952
O 4.903 2.685 1.191
C -1.367 5.582 2.749
O -0.473 5.819 3.599
O -2.368 6.274 2.458
H -2.209 3.446 5.379
H -3.480 4.133 6.345
H -3.594 2.436 5.761
H -3.696 5.034 4.117
H -5.046 3.983 4.431
H -4.421 2.330 2.966
H -4.007 3.796 2.125
H -2.354 1.791 2.090
H -1.823 2.284 3.669
H -2.646 3.286 0.021
H -1.025 3.385 -0.604
H -1.527 6.082 -0.010
H -3.128 5.490 -0.301
H -0.815 4.933 -2.195
H -2.572 4.804 -2.546
H 1.350 2.708 -1.146
H 2.891 2.288 -0.415
H 2.025 5.319 -0.498
H 0.263 6.837 0.954
H 1.423 6.320 2.128
H 1.667 7.999 -0.354
H 3.129 7.176 0.123
H 3.193 8.438 2.234
H 2.694 9.604 1.005
H 1.475 8.902 2.046
H 1.570 4.644 4.831
H 2.781 3.418 5.226
H 1.476 3.049 4.054
H 4.537 5.156 -0.075
H 4.613 5.854 1.584
H 5.960 4.915 0.914
C -0.389 -2.203 -2.438
C -1.623 -1.378 -2.720
O -2.652 -2.151 -3.370
C -3.372 -2.933 -2.575
O -3.268 -3.040 -1.382
O -4.261 -3.588 -3.334
C -5.085 -4.501 -2.610
H -0.033 -2.684 -3.351
H 0.396 -1.566 -2.040
H -0.601 -2.986 -1.709
H -1.394 -0.575 -3.416
H -2.016 -0.929 -1.809
H -5.566 -4.011 -1.766
H -4.497 -5.349 -2.261
H -5.845 -4.852 -3.304
C 7.420 1.806 2.581
C 8.767 1.128 2.466
O 9.851 2.029 2.775
C 10.081 2.227 4.065
O 9.512 1.705 4.988
O 11.082 3.109 4.178
C 11.407 3.456 5.524
H 7.395 2.705 1.970
H 6.630 1.139 2.246
H 7.215 2.095 3.612
H 8.942 0.810 1.440
H 8.830 0.246 3.103
H 11.589 2.566 6.122
H 10.604 4.041 5.969
H 12.311 4.056 5.472
C -12.014 -6.688 -1.853
C -11.092 -5.640 -1.267
O -9.858 -5.547 -1.996
C -9.917 -4.860 -3.139
O -10.888 -4.313 -3.590
O -8.707 -4.895 -3.690
C -8.615 -4.250 -4.965
H -11.506 -7.650 -1.923
H -12.897 -6.804 -1.223
H -12.337 -6.406 -2.853
H -10.800 -5.909 -0.253
H -11.572 -4.663 -1.231
H -9.000 -3.235 -4.914
H -9.160 -4.822 -5.714
H -7.559 -4.229 -5.218
C -5.406 -9.474 -5.941
C -6.361 -10.455 -5.297
O -6.485 -10.225 -3.886
C -7.294 -9.222 -3.542
O -7.933 -8.538 -4.300
O -7.281 -9.116 -2.216
C -8.071 -8.034 -1.706
H -4.442 -9.491 -5.432
H -5.253 -9.730 -6.990
H -5.796 -8.458 -5.887
H -5.982 -11.471 -5.385
H -7.345 -10.420 -5.764
H -9.083 -8.075 -2.094
H -7.617 -7.080 -1.963
H -8.088 -8.150 -0.626
C 11.905 -3.005 -0.942
C 10.900 -2.847 -2.063
O 9.717 -3.625 -1.830
C 8.844 -3.085 -0.978
O 8.958 -2.023 -0.425
O 7.819 -3.924 -0.846
C 6.814 -3.486 0.077
H 12.128 -4.060 -0.779
H 12.830 -2.485 -1.190
H 11.517 -2.595 -0.011
H 11.307 -3.226 -2.998
H 10.631 -1.802 -2.212
H 6.477 -2.481 -0.163
H 7.199 -3.516 1.095
H 5.988 -4.183 -0.023
```

Summary:
* E_HOMO: -4.5 eV
* charge: -1
* orbital gap: 0.229 Ha
* LUMO energy: 1.7 eV

A 3-piece molecular cluster, C37H71F2N5O10 overall at a distorted geometry. Source: OMol25; level of theory: ωB97M-V/def2-TZVPD.

The geometry in XYZ format:
```
125
Properties=species:S:1:pos:R:3
C -6.284 -4.348 0.658
O -5.043 -4.130 1.361
C -3.938 -4.261 0.449
C -2.635 -4.247 1.369
C -2.318 -2.746 1.722
C -1.306 -2.518 2.916
C -0.292 -3.686 3.205
C 0.994 -3.723 2.276
C 0.856 -2.959 0.908
C 2.066 -3.156 -0.078
C 1.922 -2.346 -1.456
C 0.541 -1.611 -1.619
C 0.281 -1.036 -3.043
C -0.906 -1.376 -3.752
N -0.820 -0.715 -5.007
N -1.770 -0.780 -6.026
C -2.864 0.153 -5.706
O -2.839 0.904 -4.804
F -3.986 0.168 -6.499
C -2.313 -2.139 -5.950
O -3.378 -2.384 -5.504
F -1.508 -3.135 -6.393
C 0.373 -0.016 -5.035
C 0.852 0.825 -6.261
O 1.220 0.156 -7.241
O 0.908 2.096 -6.262
N 1.048 -0.166 -3.860
C 2.332 0.462 -3.505
C 2.097 1.896 -2.897
C 1.164 1.911 -1.627
C 1.962 1.640 -0.269
C 1.017 1.447 0.980
C -0.086 2.559 1.167
C -1.290 1.943 2.026
O -2.578 2.254 1.478
C -2.829 1.495 0.287
H -6.892 -5.137 1.176
H -6.884 -3.398 0.630
H -6.029 -4.688 -0.382
H -3.916 -3.463 -0.341
H -3.955 -5.288 -0.031
H -2.914 -4.806 2.296
H -1.786 -4.731 0.803
H -3.285 -2.238 1.966
H -1.903 -2.250 0.795
H -0.694 -1.603 2.651
H -1.879 -2.232 3.838
H 0.091 -3.516 4.256
H -0.741 -4.713 3.219
H 1.283 -4.792 2.053
H 1.873 -3.261 2.819
H -0.052 -3.389 0.391
H 0.745 -1.861 1.096
H 2.300 -4.240 -0.293
H 2.983 -2.763 0.454
H 1.988 -3.100 -2.295
H 2.819 -1.681 -1.519
H 0.379 -0.810 -0.839
H -0.290 -2.352 -1.438
H -1.682 -2.029 -3.308
H 2.884 0.619 -4.478
H 2.996 -0.179 -2.878
H 3.110 2.268 -2.563
H 1.661 2.586 -3.668
H 0.775 2.967 -1.529
H 0.251 1.261 -1.707
H 2.524 0.675 -0.408
H 2.653 2.523 -0.155
H 0.589 0.402 0.982
H 1.685 1.500 1.893
H 0.324 3.390 1.812
H -0.464 3.009 0.216
H -1.266 2.358 3.071
H -1.186 0.820 2.142
H -2.092 0.648 0.166
H -2.779 2.140 -0.636
H -3.867 1.067 0.342
C 5.659 -4.896 2.612
O 5.438 -3.612 2.053
C 5.775 -2.542 2.935
C 7.016 -1.805 2.445
N 8.214 -2.625 2.595
C 9.390 -2.100 1.897
C 9.317 -1.969 0.371
O 9.265 -3.209 -0.319
C 7.973 -3.785 -0.416
H 5.203 -5.633 1.950
H 6.728 -5.117 2.683
H 5.196 -4.983 3.599
H 5.898 -2.885 3.967
H 4.932 -1.845 2.917
H 7.137 -0.882 3.021
H 6.844 -1.534 1.396
H 8.024 -3.553 2.232
H 10.218 -2.773 2.135
H 9.644 -1.125 2.326
H 10.247 -1.494 0.047
H 8.511 -1.305 0.040
H 7.185 -3.030 -0.487
H 7.790 -4.451 0.429
H 7.944 -4.396 -1.320
C -2.869 6.691 2.135
O -3.224 6.309 0.818
C -3.734 4.977 0.730
C -5.224 4.989 0.409
N -6.007 5.471 1.545
C -7.403 5.772 1.223
C -7.679 6.874 0.193
O -7.332 8.180 0.628
C -5.965 8.520 0.465
H -2.324 7.634 2.075
H -3.758 6.851 2.753
H -2.221 5.945 2.604
H -3.526 4.397 1.631
H -3.207 4.497 -0.100
H -5.546 3.974 0.155
H -5.366 5.625 -0.473
H -5.579 6.317 1.902
H -7.881 6.066 2.161
H -7.893 4.848 0.897
H -8.761 6.897 0.033
H -7.237 6.659 -0.787
H -5.521 8.048 -0.415
H -5.400 8.264 1.363
H -5.901 9.603 0.342
```

Summary:
* E_HOMO: -8.6 eV
* orbital gap: 0.305 Ha
* LUMO energy: -0.3 eV

A 9-piece molecular cluster, C37H72NO16S9 overall at a distorted geometry. Source: OMol25; level of theory: ωB97M-V/def2-TZVPD.

The geometry in XYZ format:
```
135
Properties=species:S:1:pos:R:3
C 2.437 -4.575 1.968
C 1.389 -3.948 1.447
C 0.039 -3.486 0.652
C -1.239 -3.289 1.616
C -1.809 -4.645 2.292
N -1.105 -5.896 1.897
S -1.938 -6.752 0.637
H 3.408 -5.202 2.057
H -0.204 -4.238 -0.181
H 0.311 -2.429 0.215
H -2.063 -2.755 0.981
H -0.916 -2.573 2.479
H -2.958 -4.746 2.125
H -1.679 -4.548 3.451
H -2.796 -5.883 -0.063
C 1.807 1.425 -1.159
C 0.803 2.580 -1.140
C -0.555 1.999 -0.747
S -0.211 0.561 0.259
O -0.668 -0.614 -0.448
O -0.590 0.836 1.629
C 1.564 0.645 0.126
H 2.837 1.784 -1.222
H 1.618 0.785 -2.028
H 1.115 3.322 -0.399
H 0.748 3.084 -2.105
H -1.146 2.712 -0.169
H -1.119 1.671 -1.623
H 1.983 -0.360 0.104
H 1.938 1.190 0.994
C -5.137 -0.826 1.800
C -5.551 -2.024 0.943
C -6.143 -1.475 -0.357
S -5.360 0.110 -0.632
O -6.367 1.146 -0.529
O -4.469 0.011 -1.769
C -4.389 0.112 0.863
H -4.514 -1.129 2.645
H -6.029 -0.329 2.196
H -4.669 -2.633 0.717
H -6.267 -2.664 1.462
H -5.936 -2.132 -1.203
H -7.219 -1.310 -0.268
H -4.305 1.128 1.251
H -3.399 -0.281 0.619
C -8.100 3.338 -3.441
C -9.401 3.722 -4.148
C -10.254 2.458 -4.259
S -9.784 1.416 -2.882
O -9.153 0.224 -3.402
O -10.873 1.362 -1.932
C -8.515 2.494 -2.243
H -7.530 4.218 -3.133
H -7.473 2.747 -4.116
H -9.931 4.474 -3.553
H -9.212 4.158 -5.133
H -11.319 2.685 -4.194
H -10.045 1.913 -5.182
H -7.697 1.903 -1.829
H -8.965 3.113 -1.462
C 7.109 0.508 1.020
C 7.248 -0.985 1.318
C 5.844 -1.536 1.569
S 4.725 -0.498 0.637
O 3.881 0.217 1.567
O 4.186 -1.253 -0.473
C 5.966 0.626 0.021
H 8.035 0.931 0.623
H 6.859 1.046 1.941
H 7.692 -1.490 0.452
H 7.902 -1.168 2.175
H 5.749 -2.567 1.228
H 5.570 -1.466 2.624
H 5.556 1.634 -0.046
H 6.270 0.277 -0.969
C -4.250 1.453 -7.498
C -4.024 0.878 -6.098
C -3.368 1.971 -5.254
S -3.910 3.530 -5.945
O -2.762 4.211 -6.501
O -4.815 4.173 -5.016
C -4.859 2.832 -7.284
H -4.903 0.815 -8.098
H -3.292 1.543 -8.020
H -4.988 0.601 -5.658
H -3.406 -0.023 -6.126
H -3.676 1.911 -4.208
H -2.279 1.931 -5.324
H -4.789 3.474 -8.163
H -5.898 2.757 -6.954
C 10.829 -3.392 5.284
C 10.410 -4.587 4.427
C 9.827 -4.037 3.124
S 10.622 -2.458 2.849
O 9.623 -1.417 2.948
O 11.516 -2.565 1.718
C 11.587 -2.459 4.349
H 11.445 -3.697 6.132
H 9.938 -2.888 5.675
H 11.288 -5.203 4.206
H 9.687 -5.222 4.944
H 10.033 -4.697 2.281
H 8.752 -3.864 3.209
H 11.677 -1.444 4.735
H 12.575 -2.860 4.110
C -1.476 6.592 -4.337
C -2.613 6.214 -3.385
C -1.987 5.517 -2.178
S -0.331 6.172 -2.023
O 0.613 5.106 -2.278
O -0.257 7.002 -0.841
C -0.399 7.223 -3.463
H -1.812 7.278 -5.118
H -1.086 5.691 -4.822
H -3.132 7.122 -3.059
H -3.352 5.571 -3.871
H -2.544 5.721 -1.262
H -1.911 4.438 -2.335
H 0.579 7.259 -3.944
H -0.694 8.222 -3.134
C 2.784 -3.045 7.626
C 1.806 -3.442 6.520
C 2.623 -3.683 5.249
S 4.249 -4.196 5.789
O 5.205 -3.180 5.403
O 4.438 -5.594 5.472
C 3.934 -4.039 7.538
H 2.312 -3.063 8.611
H 3.153 -2.029 7.446
H 1.289 -4.365 6.805
H 1.044 -2.676 6.359
H 2.182 -4.466 4.630
H 2.734 -2.766 4.666
H 4.835 -3.701 8.051
H 3.634 -5.021 7.912
```

Summary:
* E_HOMO: -1.6 eV
* charge: -1
* orbital gap: 0.115 Ha
* LUMO energy: 1.5 eV
* relative energy (zero: lowest compared OMol25 entry of this formula, charge and spin): 1.315 eV